1.
Here is a single C5H7NO2S2 molecule in a non-equilibrium geometry from the Open Molecules 2025 dataset. Energies are from ωB97M-V/def2-TZVPD.

## Properties
HOMO-LUMO gap (alpha / beta): 6.67 / 5.66 eV
HOMO level (alpha / beta): -7.845 / -7.391 eV
lowest unoccupied orbital energy (alpha / beta): -1.18 / -1.73 eV
largest force on an atom: 0.061 hartree/bohr
net charge: 0
energy relative to the best compared isomer or geometry (same formula, charge and spin): 110.9 kcal per mole

Atoms and positions in Å:
S (-1.3760, -0.6788, 0.2436)
S (3.5850, -0.2938, 0.4614)
O (-0.6914, -1.2333, 1.3948)
O (-2.6009, -1.2529, -0.1823)
N (-0.2276, 1.6711, 0.4106)
C (-0.0551, -0.2587, -0.9805)
C (1.8612, -0.1285, 0.0994)
C (-1.5735, 1.2311, 0.5799)
C (1.1725, -1.0981, -0.8975)
C (0.5866, 0.9063, -0.3572)
H (1.2866, -0.2377, 1.0418)
H (1.5770, -1.4916, -1.8426)
H (-2.1700, 1.6235, -0.2769)
H (0.3191, 2.0550, 1.1869)
H (-2.0998, 1.4690, 1.5385)
H (-0.5929, -0.1205, -1.9191)
H (0.9993, -2.1620, -0.5008)

Results of the Mulliken charge analysis, in e, for atoms 1 through 5: S 1.036; S -0.284; O -0.569; O -0.625; N -0.150

***

2.
Here is a single C4H9OP molecule in a non-equilibrium geometry from the Open Molecules 2025 dataset. Energies are from ωB97M-V/def2-TZVPD.

## Properties
HOMO-LUMO gap: 9.43 eV
HOMO level: -9.311 eV
lowest unoccupied orbital energy: 0.12 eV
largest force on an atom: 0.076 hartree/bohr
net charge: 0
structure (SMILES): [H]/P=C/C(C)(C)O
energy relative to the best compared isomer or geometry (same formula, charge and spin): 41.5 kcal per mole

Atoms and positions in Å:
P (-0.3819, 0.8107, 2.1278)
O (0.5912, -1.5440, -0.8862)
C (0.0432, -0.5489, 1.2765)
C (-1.3234, -0.0431, -0.8734)
C (0.9786, 0.9194, -0.6777)
C (0.1092, -0.3613, -0.2236)
H (0.3656, -1.5941, 1.6212)
H (-1.6230, 0.9222, -0.6838)
H (-0.3452, 0.2959, 3.4120)
H (-2.0069, -0.6165, -0.3614)
H (1.4369, -1.8780, -0.4447)
H (0.7239, 1.1659, -1.6652)
H (0.6717, 1.8086, -0.2460)
H (-1.2566, -0.0341, -1.8948)
H (2.0165, 0.6973, -0.4807)

Results of the Mulliken charge analysis, in e, for atoms 1 through 5: P -0.142; O -0.578; C -0.282; C -1.822; C -1.484

***

3.
Here is a single C3HF5N2O2 molecule in a non-equilibrium geometry from the Open Molecules 2025 dataset. Energies are from ωB97M-V/def2-TZVPD.

## Properties
multiplicity: 3
HOMO-LUMO gap (alpha / beta): 9.14 / 7.05 eV
HOMO level (alpha / beta): -8.639 / -12.034 eV
lowest unoccupied orbital energy (alpha / beta): 0.50 / -4.98 eV
largest force on an atom: 0.167 hartree/bohr
net charge: 0

Atoms and positions in Å:
F (-2.3183, -1.4606, 0.9170)
F (-1.6553, -0.3713, -0.9436)
F (0.5950, 1.5163, -2.1606)
F (2.5377, 0.8007, -1.4746)
F (-2.8744, 0.6154, 0.5523)
O (0.9148, 0.8404, -0.1089)
O (-0.9067, 0.1673, 1.1359)
N (1.8484, -1.0254, 2.5089)
N (0.3109, -0.4341, 0.6773)
C (1.2553, 0.5839, -1.3845)
C (-1.9260, -0.2792, 0.3907)
C (1.1196, -0.6083, 1.7726)
H (1.0990, -0.3452, -1.8825)

Results of the Mulliken charge analysis, in e, for atoms 1 through 5: F -0.243; F -0.206; F -0.279; F -0.251; F -0.228

***

4.
Here is a 2-piece molecular cluster, CH2FNO overall in a non-equilibrium geometry from the Open Molecules 2025 dataset. Energies are from ωB97M-V/def2-TZVPD.

## Properties
HOMO-LUMO gap (alpha / beta): 9.55 / 9.49 eV
HOMO level (alpha / beta): -10.184 / -10.179 eV
lowest unoccupied orbital energy (alpha / beta): -0.64 / -0.69 eV
largest force on an atom: 0.096 hartree/bohr
net charge: 0
energy relative to the best compared isomer or geometry (same formula, charge and spin): 153.9 kcal per mole

Atoms and positions in Å:
F (-2.1082, 1.0236, -0.3796)
O (0.1980, -0.5288, -0.5318)
N (-2.5457, -0.2024, 0.0073)
C (1.1390, -0.2580, 0.0901)
H (2.2718, -0.3517, -0.2444)
H (1.0451, 0.3172, 1.0584)

Results of the Mulliken charge analysis, in e, for atoms 1 through 5: F -0.060; O -0.297; N 0.060; C -0.090; H 0.191

***

5.
Here is a single H2INO2S molecule in a non-equilibrium geometry from the Open Molecules 2025 dataset. Energies are from ωB97M-V/def2-TZVPD.

## Properties
HOMO-LUMO gap: 9.37 eV
HOMO level: -10.259 eV
lowest unoccupied orbital energy: -0.89 eV
largest force on an atom: 0.184 hartree/bohr
net charge: 0
structure (SMILES): NS(=O)(=O)I
energy relative to the best compared isomer or geometry (same formula, charge and spin): 16.0 kcal per mole

Atoms and positions in Å:
I (2.1344, 1.0835, 0.0665)
S (0.3277, -0.5400, -0.0267)
O (0.5325, -1.1439, -1.2574)
O (0.2661, -1.3844, 1.2843)
N (-0.9682, 0.3884, 0.0391)
H (-1.3822, 0.7333, 0.7971)
H (-0.9103, 0.8631, -0.9030)

Results of the Mulliken charge analysis, in e, for atoms 1 through 5: I 0.057; S 0.810; O -0.452; O -0.572; N -0.397

***

6.
Here is C37H41FN9OPbS4 as an isolated structure from the Open Molecules 2025 dataset. Energies are from ωB97M-V/def2-TZVPD.

## Properties
HOMO-LUMO gap: 4.94 eV
HOMO level: -3.143 eV
lowest unoccupied orbital energy: 1.80 eV
largest force on an atom: 0.017 hartree/bohr
net charge: -1
energy relative to the best compared isomer or geometry (same formula, charge and spin): 1.6 kcal per mole

Atoms and positions in Å:
Pb (0.2926, 1.1429, -1.4243)
S (-2.9051, -2.0024, -1.7974)
S (2.6237, 0.7939, -0.0084)
S (-2.5956, 3.2021, -1.5776)
S (1.3894, -0.9447, -2.5647)
F (-7.0114, 2.7225, 3.2419)
O (-1.5744, -0.6431, 0.8422)
N (-4.5007, 2.3201, -3.2450)
N (2.0055, 3.8079, 2.2660)
N (-0.0302, 3.0734, 1.0677)
N (1.1280, -2.9359, -0.7226)
N (1.6993, 2.3540, -3.1804)
N (2.3835, -1.5575, 1.3453)
N (-2.3687, 2.1189, -4.0518)
N (-4.8957, -0.4836, -3.1195)
N (-1.0392, 2.1670, -3.7129)
C (2.6528, -7.1709, -2.8788)
C (0.4075, -3.6832, -1.7199)
C (2.9730, -0.9110, 2.4769)
C (-6.0223, 2.4888, 2.3406)
C (0.7694, -0.1310, 3.3861)
C (2.2922, -1.1841, 4.9096)
C (3.0082, 2.4516, -2.9845)
C (1.1690, -4.9199, -2.1405)
C (2.2036, -2.9799, 1.4258)
C (-2.5782, -1.1097, 1.7174)
C (0.1872, -0.3487, 5.7129)
C (3.8754, 2.9566, -3.9475)
C (2.2834, 5.2197, 2.4218)
C (-4.0882, -1.1148, -2.5661)
C (1.3926, -0.9876, 5.9525)
C (3.3589, 3.3503, -5.1588)
C (-6.2966, 1.7017, 1.2422)
C (1.5889, -1.6087, -0.9220)
C (-0.1220, 0.0775, 4.4243)
C (-0.2653, 2.6281, -4.5968)
C (0.7166, -6.1962, -1.8405)
C (-3.1551, 2.4707, -3.0964)
C (0.8954, 3.4307, 1.6557)
C (3.1138, -5.8937, -3.1869)
C (2.6853, 2.8633, 3.1375)
C (1.1971, 2.7263, -4.3547)
C (1.9988, -0.7477, 3.6259)
C (1.9928, 3.2278, -5.3688)
C (1.4526, -7.3197, -2.2052)
C (-3.7717, 2.7963, 1.6428)
C (0.9635, -3.3617, 0.6382)
C (-5.2777, 1.4688, 0.3286)
C (2.1684, -0.9300, 0.0858)
C (-2.9246, 1.7582, -0.4809)
C (-4.0135, 2.0192, 0.5145)
C (-4.7766, 3.0412, 2.5656)
C (2.3797, -4.7809, -2.8185)
H (4.0506, -5.7698, -3.7156)
H (-0.6529, 2.9843, -5.5508)
H (0.8232, -4.4454, 0.6557)
H (1.9430, 5.5975, 3.3918)
H (-0.2276, -6.3107, -1.3205)
H (-7.2820, 1.2755, 1.1164)
H (3.0691, -3.5243, 1.0149)
H (3.3614, 2.0705, -2.0327)
H (4.9336, 3.0139, -3.7356)
H (1.5394, 3.5051, -6.3102)
H (-5.4576, 0.8313, -0.5294)
H (-1.0675, 0.5652, 4.2273)
H (0.5157, 0.1637, 2.3742)
H (-5.0244, 2.6590, -2.4499)
H (0.0876, -2.8840, 1.1068)
H (3.8659, -1.4491, 2.8298)
H (-1.8468, -0.9053, -0.0529)
H (3.2389, -1.6800, 5.0960)
H (1.6332, -1.3382, 6.9486)
H (-3.1902, 0.9136, -1.1186)
H (-3.0088, -2.0489, 1.3661)
H (2.4703, 1.8533, 2.8035)
H (-2.1212, -1.2768, 2.6933)
H (4.0005, 3.7396, -5.9382)
H (3.2293, -8.0419, -3.1654)
H (1.0861, -8.3086, -1.9606)
H (2.3711, 2.9801, 4.1790)
H (-1.9853, 1.5311, 0.0183)
H (-2.7805, 3.2034, 1.7980)
H (-0.5170, -0.1934, 6.5202)
H (2.7363, -3.7831, -3.0442)
H (-0.5829, -3.9716, -1.3443)
H (0.2358, -3.0363, -2.5827)
H (-4.7796, 1.3882, -3.5275)
H (3.7600, 3.0329, 3.0615)
H (3.3598, 5.3764, 2.3408)
H (1.7869, 5.7767, 1.6308)
H (-4.6077, 3.6407, 3.4486)
H (2.0871, -3.2638, 2.4759)
H (3.3020, 0.0798, 2.1549)
H (-3.3900, -0.3830, 1.8301)

Results of the Mulliken charge analysis, in e, for atoms 1 through 5: Pb 1.107; S -0.308; S -0.611; S -0.082; S -0.590

***

7.
Here is a 2-piece molecular cluster, C6H10ClN2O overall in a non-equilibrium geometry from the Open Molecules 2025 dataset. Energies are from ωB97M-V/def2-TZVPD.

## Properties
HOMO-LUMO gap: 9.46 eV
HOMO level: -12.955 eV
lowest unoccupied orbital energy: -3.49 eV
largest force on an atom: 0.096 hartree/bohr
net charge: +1
energy relative to the best compared isomer or geometry (same formula, charge and spin): 0.0 kcal per mole

Atoms and positions in Å:
Cl (1.6985, -2.5090, -0.6714)
O (3.0617, -0.7189, 0.9012)
N (-0.6353, -0.5678, -0.1832)
N (0.8518, 0.9180, -1.4624)
C (-1.6842, -0.3810, -1.1062)
C (0.6564, 1.1011, 0.9992)
C (2.1621, -1.0428, 0.1727)
C (-1.0600, -0.3752, 1.3038)
C (0.5835, 0.2775, -0.2819)
C (-0.2656, 0.4982, 1.8811)
H (-2.5144, -1.2344, -0.9568)
H (-0.4174, -1.5909, -0.4304)
H (1.6382, 1.1023, 1.3822)
H (0.5160, 0.4909, -2.3329)
H (-2.0829, 0.6050, -0.8827)
H (0.6625, 1.9464, -1.4884)
H (-0.3282, 0.7653, 2.9660)
H (-1.8358, -0.9945, 1.6915)
H (-1.4544, -0.4397, -2.2337)
H (0.4475, 2.1496, 0.7322)

Results of the Mulliken charge analysis, in e, for atoms 1 through 5: Cl -0.147; O -0.381; N 0.211; N -0.453; C -1.031

***

8.
Here is a single C6H11NO molecule in a non-equilibrium geometry from the Open Molecules 2025 dataset. Energies are from ωB97M-V/def2-TZVPD.

## Properties
HOMO-LUMO gap: 9.28 eV
HOMO level: -8.235 eV
lowest unoccupied orbital energy: 1.05 eV
largest force on an atom: 0.076 hartree/bohr
net charge: 0
structure (SMILES): CCC1=CCN(C)O1
energy relative to the best compared isomer or geometry (same formula, charge and spin): 96.4 kcal per mole

Atoms and positions in Å:
O (-0.4115, -0.2494, 1.1118)
N (-1.7648, -0.1032, 0.5992)
C (-2.0078, -1.3275, -0.2230)
C (2.4010, -0.6436, -0.1659)
C (1.8513, 0.4789, 0.7215)
C (-0.2785, 1.3437, -0.5046)
C (0.3902, 0.5929, 0.4045)
C (-1.7454, 1.1775, -0.0602)
H (-2.4690, 1.1911, -0.9110)
H (-2.4522, -1.1170, -1.2400)
H (-0.1093, 2.1470, -1.2295)
H (2.1585, 0.2154, 1.6733)
H (-2.0902, 1.8756, 0.6817)
H (2.4897, 1.2252, 0.3049)
H (-2.7503, -2.0135, 0.3781)
H (2.2181, -0.6239, -1.2820)
H (-1.0076, -1.7822, -0.4338)
H (2.0354, -1.5142, 0.2404)
H (3.5424, -0.8728, -0.0655)

Results of the Mulliken charge analysis, in e, for atoms 1 through 5: O -0.355; N -0.071; C -0.672; C -1.195; C -0.523